{"formula": "C11H32O5", "method": "ωB97M-V with the def2-TZVPD basis set", "smiles": "CC(C)O.CC(C)O.CC(C)O.CO.CO", "relative_energy_ev": 0.000, "e_homo_ha": -0.369, "total_charge": 0, "e_lumo_ha": 0.0174, "elements": ["C", "C", "C", "O", "H", "H", "H", "H", "H", "H", "H", "H", "C", "C", "C", "O", "H", "H", "H", "H", "H", "H", "H", "H", "C", "C", "C", "O", "H", "H", "H", "H", "H", "H", "H", "H", "C", "O", "H", "H", "H", "H", "C", "O", "H", "H", "H", "H"], "coordinates": [[-10.872515, -8.774953, -11.073398], [-10.102209, -8.896492, -12.376998], [-8.698281, -9.413080, -12.208376], [-10.856504, -9.860369, -13.151541], [-10.701182, -9.673964, -10.486620], [-11.920291, -8.597717, -11.317828], [-10.580972, -7.895376, -10.493267], [-10.099443, -7.951183, -12.929872], [-8.630274, -10.321844, -11.607751], [-7.949497, -8.699573, -11.854614], [-8.299201, -9.702258, -13.192286], [-10.256467, -10.202317, -13.827450], [-6.534277, -9.947228, -17.429443], [-7.341491, -10.722961, -18.444857], [-7.384251, -12.242666, -18.145781], [-8.665349, -10.171099, -18.431563], [-7.018326, -10.077925, -16.457291], [-6.457985, -8.887111, -17.667752], [-5.508232, -10.291682, -17.290550], [-6.919918, -10.681679, -19.453262], [-7.710616, -12.716474, -19.072537], [-7.964962, -12.489186, -17.261156], [-6.357031, -12.582830, -17.991601], [-9.121500, -10.417679, -19.242959], [-13.084511, -13.192677, -11.721270], [-12.468976, -14.286107, -12.599484], [-10.955282, -14.197396, -12.647441], [-12.865854, -15.586771, -12.097280], [-13.017572, -12.221866, -12.214396], [-12.555780, -13.152188, -10.763575], [-14.126748, -13.429053, -11.507289], [-12.902355, -14.225466, -13.600712], [-10.654503, -13.150641, -12.777004], [-10.620650, -14.708396, -13.553285], [-10.462256, -14.605188, -11.768438], [-12.597748, -15.591715, -11.168808], [-9.287517, -6.548221, -16.428229], [-8.565761, -7.304293, -17.375442], [-9.524896, -5.558150, -16.815446], [-10.227040, -7.042350, -16.153665], [-8.742210, -6.435849, -15.482403], [-8.842262, -8.224361, -17.355727], [-10.939487, -11.991469, -16.018515], [-9.821221, -11.094167, -15.913477], [-11.206487, -12.336796, -15.020587], [-11.805512, -11.435165, -16.389517], [-10.682851, -12.842505, -16.651697], [-9.568492, -10.943572, -16.837167]], "atomic_forces_ev_per_a": [[0.155, 0.776, -0.266], [-0.596, -0.573, -0.024], [1.105, -0.254, -0.678], [0.384, 0.160, 0.136], [-0.347, -0.049, 0.101], [-0.082, -0.427, 0.134], [0.320, -0.135, 0.006], [0.048, 0.075, 0.109], [-0.270, 0.109, 0.200], [-0.386, 0.179, 0.320], [-0.159, 0.039, 0.008], [-0.174, 0.024, -0.225], [0.125, 0.127, 0.331], [0.427, -1.120, 0.240], [0.668, 0.805, -0.498], [-0.165, 0.030, -0.046], [-0.048, 0.228, 0.019], [-0.305, 0.015, 0.004], [-0.090, -0.343, -0.328], [0.021, 0.594, 0.013], [-0.436, -0.393, 0.343], [-0.202, -0.056, -0.091], [-0.041, -0.030, 0.080], [0.025, 0.037, 0.018], [0.113, -0.307, -0.133], [-0.449, -0.294, 0.972], [-0.051, 0.566, -1.110], [0.159, 0.465, -0.152], [0.044, 0.045, 0.136], [0.032, 0.124, -0.042], [-0.044, 0.068, -0.132], [0.115, -0.067, 0.034], [0.037, -0.076, 0.185], [0.271, -0.243, 0.277], [-0.111, -0.057, 0.095], [-0.082, -0.162, -0.128], [-0.430, -0.398, 0.647], [0.170, 0.276, -0.191], [0.130, -0.040, -0.153], [-0.036, 0.112, -0.163], [0.182, 0.080, -0.171], [-0.029, -0.063, -0.021], [0.098, 0.624, 0.389], [-0.374, -0.546, -0.177], [0.184, -0.085, 0.001], [-0.030, -0.275, -0.236], [-0.209, -0.045, -0.015], [0.334, 0.478, 0.183]]}